Below is the molecule C24H29ClN4O4, with properties calculated with ωB97M-V/def2-TZVPD.

Structure (ORCA input):
```
! RIJCOSX wB97M-V def2-TZVPD def2/J DEFGRID3
* xyz 0 1
C -4.0385 -2.9702 0.9279
H -5.0387 -3.1085 0.5047
O -3.2080 -2.2350 0.0671
C -3.6031 -0.9897 -0.3282
C -4.7224 -0.3324 0.1675
C -5.0405 0.9397 -0.2791
C -4.2516 1.5654 -1.2242
C -3.1380 0.9092 -1.7212
C -2.7998 -0.3632 -1.2930
C -1.5493 -1.0223 -1.7968
H -1.3306 -0.6963 -2.8144
C -0.3652 -0.6023 -0.9075
N -0.3538 -1.2958 0.3594
C -0.2039 -2.6347 0.5085
O 0.0291 -3.3895 -0.4126
C -0.2869 -3.0677 1.9563
H -0.1079 -4.1364 2.0290
H 0.4620 -2.5276 2.5329
H -1.2709 -2.8373 2.3562
H -0.5305 -0.7455 1.1857
H -0.4918 0.4641 -0.6813
C 0.9663 -0.6629 -1.6759
O 1.0713 -0.1872 -2.7881
N 2.0045 -1.1395 -0.9687
H 1.8175 -1.6403 -0.1162
C 3.3744 -1.1049 -1.4476
C 3.8791 0.3509 -1.5104
H 3.0624 0.9763 -1.8699
H 4.6919 0.4245 -2.2322
C 4.3729 0.7961 -0.1227
N 3.7371 0.0190 0.9197
C 2.4907 0.2442 1.4334
O 1.9577 -0.5518 2.1881
N 1.9052 1.4375 1.0700
C 0.5839 1.8003 1.2938
C -0.1901 1.2896 2.3346
C -1.5202 1.6504 2.4656
C -2.1029 2.5368 1.5781
C -1.3421 3.0823 0.5573
C -0.0175 2.7163 0.4195
Cl 0.9146 3.3851 -0.8912
H -1.7787 3.7803 -0.1391
H -3.1418 2.8079 1.6733
H -2.1030 1.2338 3.2730
H 0.2676 0.6071 3.0316
H 2.3249 1.9584 0.3117
C 4.2192 -1.3513 0.9253
H 5.2190 -1.3722 1.3704
C 4.2584 -1.9254 -0.5088
H 3.9230 -2.9623 -0.5021
H 5.2770 -1.9050 -0.8983
H 3.5515 -1.9271 1.5674
H 5.4456 0.5998 -0.0309
H 4.2346 1.8664 0.0390
H 3.3942 -1.5249 -2.4606
H -1.6377 -2.1073 -1.7727
H -2.5151 1.3874 -2.4631
H -4.5023 2.5548 -1.5758
H -5.9141 1.4359 0.1178
H -5.3545 -0.8011 0.9057
H -4.1260 -2.4957 1.9122
H -3.5578 -3.9414 1.0377
*
```

HOMO-LUMO gap: 9.03 eV
Relative energy (zero: lowest compared OMol25 entry of this formula, charge and spin): 0.000 eV